(1)
# CH2OS3

CH2OS3 as an isolated structure at a distorted geometry (wB97M-V/def2-TZVPD, the OMol25 dataset).

LUMO level   -0.702 eV
Energy relative to the best compared isomer or geometry (same formula, charge and spin)   114.8 kJ/mol
Frontier orbital gap   8.20 eV
Largest force on an atom   4.2 eV Å⁻¹
Energy   -35619.8460 eV

Each line ends with the Mulliken charge.
CARTESIAN COORDINATES (ANGSTROEM)
C -1.2957 0.1135 -0.2668  0.35
O -0.5941 1.2823 -0.5734  -0.43
S -2.4242 -0.0515 1.0832  -0.08
S -2.7625 -0.5672 -0.9021  -0.05
S 0.5899 -1.2429 0.2025  -0.25
H -0.7932 2.0585 -0.0253  0.33
H 1.5717 -0.7128 -0.5995  0.13

(2)
# C5H7NO

A 2-piece molecular cluster, C5H7NO overall at a distorted geometry (wB97M-V/def2-TZVPD, the OMol25 dataset).

LUMO level   1.075 eV
Energy relative to the best compared isomer or geometry (same formula, charge and spin)   265.8 kJ/mol
Frontier orbital gap   10.20 eV
Largest force on an atom   1.4 eV Å⁻¹
Energy   -8833.4477 eV

Each line ends with the Mulliken charge.
CARTESIAN COORDINATES (ANGSTROEM)
O -0.7781 2.4538 1.1405  -0.11
C -1.3396 1.9660 1.9988  0.06
C -0.6783 -1.0328 0.7051  0.11
C -0.3967 -0.9795 -0.7372  -0.06
C 0.2182 0.3396 -1.1839  -0.57
C 1.2729 0.0857 -0.0864  -0.30
N 0.6960 -1.2532 0.2571  -0.50
H -0.9443 -0.1462 1.2727  -0.17
H -1.1405 -1.9414 1.0817  0.25
H -0.7533 -1.7548 -1.4100  0.33
H -0.3989 1.2411 -1.1198  0.19
H 0.6469 0.2754 -2.1873  0.27
H 1.3119 0.7964 0.7473  0.21
H 2.2837 -0.0501 -0.4786  0.28

(3)
# C52H132BN12O20Pb

C52H132BN12O20Pb as an isolated structure at a distorted geometry (wB97M-V/def2-TZVPD, the OMol25 dataset).

LUMO level   -3.410 eV
Energy relative to the best compared isomer or geometry (same formula, charge and spin)   454.8 kJ/mol
Frontier orbital gap   6.35 eV
Largest force on an atom   5.0 eV Å⁻¹
Energy   -120810.3214 eV
Net charge   +1

Each line ends with the Mulliken charge.
CARTESIAN COORDINATES (ANGSTROEM)
Pb 4.8228 0.7701 1.9414  1.78
O -0.4149 0.8748 2.4596  -1.40
C -0.1630 0.6875 1.2824  0.49
O -1.0428 0.3887 0.3355  0.14
B -0.4152 0.1446 -0.9648  1.20
O 1.0376 0.3579 -0.6944  -0.42
C 1.1938 0.5541 0.6387  -0.46
O 2.2866 0.5083 1.2262  0.80
O -1.1060 0.9475 -1.9925  -0.51
C -1.7228 0.1562 -2.8943  0.02
O -2.4311 0.4270 -3.8735  -0.59
C -1.5375 -1.3298 -2.4836  0.21
O -0.7273 -1.2630 -1.3859  -0.16
O -1.8295 -2.3737 -3.1165  -0.41
C -3.6248 -0.9878 4.3091  -1.16
C -4.0845 -0.1769 3.1081  1.30
C -5.5746 0.2384 3.1611  -0.82
O -6.3423 -0.9516 3.0969  -0.43
C -7.7316 -0.7183 2.8401  -1.03
N -3.1949 0.9974 3.0824  0.12
H -2.5711 -1.2666 4.3131  0.09
H -4.0026 -1.9999 4.4543  0.25
H -3.8521 -0.3798 5.1847  0.43
H -3.9693 -0.7666 2.1986  -0.68
H -5.8053 1.0024 2.4187  0.24
H -5.8275 0.7489 4.0904  0.43
H -8.3761 -1.5925 2.7489  0.34
H -7.8989 -0.1924 1.9001  0.36
H -8.2181 -0.1551 3.6365  0.36
H -3.3740 1.5309 3.9211  0.30
H -2.2161 0.7770 2.9664  -0.19
C -0.6624 0.1614 -7.0823  -1.60
C -0.2901 -1.2299 -6.6465  1.67
C -1.4150 -2.2736 -7.0847  -0.72
O -1.0140 -3.6862 -7.0325  -0.48
C -0.8532 -4.2629 -5.7223  0.07
N 0.8945 -1.6126 -7.3722  -0.66
H -0.5008 0.3457 -8.1444  0.51
H -0.1194 0.8508 -6.4358  0.19
H -1.7115 0.3585 -6.8618  0.30
H -0.0982 -1.2977 -5.5757  -0.87
H -1.6800 -2.0541 -8.1189  0.36
H -2.2997 -2.1636 -6.4576  0.33
H 0.0918 -3.8092 -5.4236  -0.20
H -0.6988 -5.3245 -5.9154  0.31
H -1.6859 -4.1326 -5.0312  0.11
H 1.0334 -2.6015 -7.2208  0.31
H 0.6386 -1.4408 -8.3340  0.32
C 7.3508 -1.9243 1.6258  -1.26
C 6.9408 -1.2185 0.3613  -0.23
C 5.5648 -1.6851 -0.2928  -0.81
O 4.5097 -1.4220 0.6123  0.47
C 3.3013 -2.0212 0.2518  -0.17
N 6.9301 0.1716 0.6163  -0.41
H 6.7124 -1.6106 2.4518  0.11
H 8.3349 -1.6966 2.0355  0.42
H 7.1798 -2.9897 1.4720  0.38
H 7.7866 -1.4092 -0.2993  0.52
H 5.7006 -2.7445 -0.5104  0.38
H 5.2996 -1.1376 -1.1972  0.45
H 3.2720 -3.1071 0.1619  0.52
H 2.8088 -1.4897 -0.5625  -0.25
H 2.7361 -1.8776 1.1726  -0.61
H 7.1736 0.5236 -0.2985  0.22
H 7.8119 0.3533 1.0739  0.23
C -1.1441 4.0799 -9.8892  -1.54
C -1.6083 4.7771 -8.6483  0.62
C -1.4767 3.8326 -7.4605  -0.79
O -2.0036 4.3353 -6.2499  -0.42
C -1.8910 3.3982 -5.1877  -0.48
N -0.8373 5.9697 -8.2739  -0.78
H -1.6957 3.1661 -10.1101  0.39
H -0.0880 3.8110 -9.8666  0.35
H -1.3304 4.6933 -10.7708  0.34
H -2.6706 4.9795 -8.7849  0.29
H -0.4681 3.4491 -7.3066  0.34
H -2.1150 2.9691 -7.6475  0.32
H -0.8956 2.9549 -5.1594  0.03
H -2.5326 2.5214 -5.2758  0.42
H -2.1168 3.8951 -4.2442  0.33
H -1.3154 6.4853 -7.5489  0.34
H 0.0232 5.7284 -7.8033  0.28
C -3.9765 -4.6179 2.5373  -1.32
C -4.5703 -3.9425 1.3272  1.81
C -4.8379 -4.9338 0.2017  -0.91
O -5.5537 -4.4142 -0.9777  -0.49
C -4.6783 -3.8164 -1.9595  -0.47
N -5.8882 -3.5260 1.7955  -0.76
H -2.8978 -4.6980 2.4030  0.11
H -4.4767 -5.5712 2.7080  0.41
H -4.0557 -4.1431 3.5152  0.23
H -4.0353 -3.0384 1.0363  -0.57
H -5.3951 -5.7321 0.6919  0.45
H -3.8705 -5.3425 -0.0901  0.30
H -4.1625 -2.9887 -1.4728  0.05
H -5.0423 -3.2980 -2.8466  0.41
H -4.0595 -4.6454 -2.3030  0.27
H -6.5047 -3.4124 1.0036  0.34
H -5.9494 -2.6399 2.2763  0.38
C 1.4609 2.4816 9.4288  -1.57
C 1.3890 2.9431 7.9518  1.00
C 0.1164 2.4294 7.1941  -0.60
O 0.0843 1.0001 7.1306  -0.42
C -0.8243 0.4155 6.2060  -0.48
N 1.4917 4.3833 7.9738  -0.75
H 0.6553 2.8329 10.0736  0.37
H 2.4096 2.7164 9.9114  0.42
H 1.4089 1.3944 9.3708  0.33
H 2.2893 2.5123 7.5136  -0.15
H 0.0526 2.8418 6.1872  0.21
H -0.7950 2.7341 7.7085  0.54
H -0.4234 0.4103 5.1924  -0.04
H -1.7452 0.9949 6.2726  0.42
H -0.9877 -0.5698 6.6426  0.29
H 2.2395 4.8100 8.5018  0.27
H 1.7136 4.6627 7.0289  0.24
C -4.6549 2.0930 -0.3173  -0.78
C -4.0358 3.3977 0.2466  0.79
C -4.9337 4.3743 1.0053  -0.99
O -5.9306 4.9372 0.2082  -0.38
C -6.6781 6.0362 0.7046  -0.77
N -2.8541 3.0021 0.9457  0.37
H -5.2883 2.3686 -1.1605  0.50
H -5.2616 1.6269 0.4592  -0.19
H -3.9971 1.3389 -0.7495  0.09
H -3.6585 3.9486 -0.6149  0.33
H -4.3207 5.1455 1.4718  0.47
H -5.4478 3.7942 1.7715  0.23
H -7.0188 5.7991 1.7125  0.30
H -7.5992 6.2014 0.1457  0.25
H -5.9896 6.8813 0.7049  0.30
H -3.1385 2.4291 1.7273  0.18
H -2.3570 2.4340 0.2747  -0.52
C -0.7064 -7.0062 1.0649  -1.53
C 0.2681 -6.0853 0.3136  0.82
C -0.1138 -4.6050 0.3111  0.05
O -0.4024 -4.1535 1.6462  -0.64
C -0.7283 -2.7670 1.6280  0.29
N 1.5640 -6.3566 0.7739  -0.60
H -0.7431 -6.8390 2.1414  0.30
H -0.2671 -7.9983 0.9612  0.52
H -1.7300 -6.9690 0.6922  0.23
H 0.2628 -6.4048 -0.7285  -0.30
H -1.0212 -4.5022 -0.2840  0.31
H 0.6475 -4.0149 -0.1991  -0.31
H -1.5288 -2.4122 0.9789  0.01
H 0.1307 -2.1377 1.3951  -0.40
H -0.9028 -2.5142 2.6738  0.42
H 1.6653 -7.3576 0.6859  0.26
H 1.5831 -6.1917 1.7701  0.33
C 2.8118 -2.0467 5.2302  -1.82
C 3.0229 -1.0171 4.1606  1.24
C 2.8274 0.4442 4.7003  -0.66
O 3.1429 1.4906 3.7430  0.10
C 2.5072 2.6745 4.1381  -0.67
N 4.3780 -1.2607 3.5456  -0.40
H 3.5083 -1.9853 6.0664  0.47
H 2.8480 -3.0780 4.8792  0.50
H 1.8265 -1.9770 5.6910  0.33
H 2.2093 -1.1899 3.4560  -0.71
H 3.5349 0.6579 5.5014  0.47
H 1.8233 0.6141 5.0889  -0.14
H 1.4191 2.6470 4.1969  -0.07
H 2.8032 3.4686 3.4527  0.20
H 2.7685 3.0245 5.1368  0.39
H 4.4792 -2.2123 3.2226  0.32
H 4.8925 -1.3755 4.4071  0.33
C 2.0160 -7.6251 -3.1771  -1.27
C 2.8301 -6.3074 -3.1190  0.07
C 1.9311 -5.0756 -3.2755  -0.15
O 2.7390 -3.9610 -3.0315  -0.41
C 1.9875 -2.7783 -3.0348  0.43
N 3.4136 -6.2430 -1.7872  -0.75
H 1.4399 -7.7993 -4.0859  0.36
H 1.3387 -7.6725 -2.3244  0.18
H 2.5691 -8.5528 -3.0298  0.37
H 3.5756 -6.2125 -3.9086  0.43
H 1.0139 -5.2094 -2.7021  0.15
H 1.5516 -4.9761 -4.2925  0.34
H 2.7219 -1.9786 -2.9392  0.16
H 1.3521 -2.7485 -2.1496  -0.10
H 1.4204 -2.6141 -3.9511  -0.22
H 2.6413 -6.3201 -1.1409  0.26
H 3.6892 -5.2788 -1.6666  0.30
C 0.5112 4.4323 1.3967  -0.22
C -0.2720 5.3703 0.4692  0.03
C -0.3608 4.8593 -0.9831  -0.42
O 0.9206 4.7526 -1.5718  -0.37
C 0.8416 4.3118 -2.9342  -0.73
N -1.6556 5.5446 0.8841  -0.60
H 0.7771 4.7644 2.4003  0.42
H 1.3592 3.9005 0.9651  -0.15
H -0.1338 3.5656 1.5415  -0.20
H 0.0866 6.3941 0.5761  0.56
H -0.9047 5.6294 -1.5301  0.61
H -0.8486 3.8846 -0.9719  -0.15
H 0.1899 5.0254 -3.4383  0.47
H 0.4201 3.3069 -2.9089  0.05
H 1.8146 4.4274 -3.4117  0.36
H -1.6980 5.7835 1.8646  0.32
H -1.9797 4.5903 0.8178  -0.04
C 6.2184 5.1324 1.0721  -1.54
C 5.2819 3.9250 0.9619  0.59
C 5.3258 3.1884 -0.3877  -1.26
O 4.5838 2.0354 -0.2779  0.47
C 4.0338 1.6659 -1.5320  -0.40
N 5.7285 3.0643 2.0149  -0.51
H 6.2855 5.5605 2.0723  0.43
H 5.9312 5.9016 0.3553  0.43
H 7.1669 4.8321 0.6269  0.43
H 4.2504 4.2246 1.1477  -0.03
H 6.3343 2.9729 -0.7408  0.33
H 4.8557 3.8322 -1.1310  0.49
H 3.4509 2.4854 -1.9525  0.12
H 3.4759 0.7471 -1.3510  -0.34
H 4.8814 1.5337 -2.2044  0.44
H 5.8075 3.6146 2.8582  0.30
H 6.7258 2.9434 1.9108  0.24